# 1
Computed, not measured: an isolated molecule of C27H50O6, with ωB97M-V/def2-TZVPD.

Last column: natural (NBO) charge in e.
Atoms and positions in Å:
1 C -1.556 0.030 3.920  -0.603
2 C -0.129 0.515 4.144  -0.386
3 C 0.194 1.716 3.261  -0.403
4 C 1.636 2.193 3.426  -0.388
5 C 1.962 3.320 2.450  -0.400
6 C 3.414 3.781 2.541  -0.379
7 C 3.729 4.861 1.498  -0.501
8 C 3.604 4.273 0.115  0.814
9 O 4.342 3.453 -0.359  -0.599
10 O 2.543 4.792 -0.535  -0.522
11 C 2.208 4.216 -1.788  -0.097
12 C 1.119 3.151 -1.604  0.027
13 C -0.161 3.738 -0.987  -0.102
14 O -1.328 3.102 -1.488  -0.509
15 C -1.727 1.962 -0.895  0.823
16 O -1.150 1.455 0.028  -0.622
17 C -3.009 1.466 -1.517  -0.495
18 C -3.041 -0.059 -1.609  -0.390
19 C -2.053 -0.586 -2.646  -0.414
20 C -2.084 -2.109 -2.736  -0.375
21 C -0.978 -2.642 -3.643  -0.395
22 C -0.944 -4.168 -3.677  -0.388
23 C 0.169 -4.689 -4.578  -0.600
24 O 1.650 2.151 -0.743  -0.513
25 C 1.617 0.866 -1.134  0.834
26 O 1.117 0.499 -2.164  -0.621
27 C 2.340 0.006 -0.132  -0.503
28 C 1.836 -1.435 -0.133  -0.381
29 C 0.496 -1.559 0.586  -0.400
30 C -0.041 -2.986 0.540  -0.379
31 C -1.395 -3.110 1.233  -0.394
32 C -1.982 -4.514 1.111  -0.388
33 C -3.334 -4.625 1.805  -0.600
34 H -2.269 0.804 4.194  0.200
35 H -1.706 -0.215 2.871  0.209
36 H -1.763 -0.855 4.518  0.204
37 H 0.008 0.783 5.195  0.192
38 H 0.569 -0.296 3.921  0.189
39 H -0.486 2.535 3.508  0.191
40 H 0.016 1.447 2.218  0.219
41 H 1.796 2.534 4.452  0.193
42 H 2.317 1.357 3.250  0.190
43 H 1.300 4.169 2.643  0.192
44 H 1.768 2.966 1.437  0.211
45 H 4.079 2.931 2.374  0.211
46 H 3.616 4.179 3.538  0.204
47 H 3.041 5.701 1.595  0.221
48 H 4.755 5.207 1.631  0.235
49 H 3.103 3.750 -2.217  0.224
50 H 1.851 5.022 -2.432  0.198
51 H 0.879 2.695 -2.575  0.234
52 H -0.118 3.629 0.101  0.219
53 H -0.262 4.790 -1.256  0.200
54 H -3.822 1.816 -0.874  0.237
55 H -3.124 1.927 -2.498  0.225
56 H -2.795 -0.471 -0.628  0.213
57 H -4.053 -0.381 -1.867  0.203
58 H -1.044 -0.264 -2.384  0.227
59 H -2.291 -0.160 -3.624  0.192
60 H -3.057 -2.437 -3.110  0.191
61 H -1.959 -2.527 -1.736  0.190
62 H -1.125 -2.261 -4.656  0.193
63 H -0.017 -2.264 -3.288  0.201
64 H -1.906 -4.544 -4.033  0.192
65 H -0.796 -4.550 -2.664  0.191
66 H 0.028 -4.340 -5.598  0.200
67 H 1.137 -4.337 -4.228  0.201
68 H 0.181 -5.777 -4.586  0.206
69 H 3.396 0.045 -0.413  0.246
70 H 2.241 0.460 0.853  0.226
71 H 1.728 -1.768 -1.168  0.214
72 H 2.574 -2.077 0.354  0.201
73 H 0.614 -1.251 1.627  0.191
74 H -0.222 -0.880 0.123  0.213
75 H -0.135 -3.300 -0.501  0.191
76 H 0.674 -3.660 1.021  0.192
77 H -2.092 -2.392 0.794  0.192
78 H -1.286 -2.855 2.290  0.196
79 H -2.098 -4.766 0.053  0.193
80 H -1.288 -5.235 1.548  0.193
81 H -3.238 -4.395 2.864  0.200
82 H -4.045 -3.927 1.368  0.200
83 H -3.736 -5.631 1.707  0.206

Summary:
* SMILES: CCCCCCCC(=O)OCC(COC(=O)CCCCCCC)OC(=O)CCCCCCC
* LUMO: 0.77 eV
* E_HOMO: -10.4 eV
* gap between HOMO and LUMO: 11.135 eV



# 2
Computed, not measured: a structure of composition C27H50OOsP2, with ωB97M-V/def2-TZVPD.

Last column: Löwdin spin population.
Atoms and positions in Å:
1 Os -0.593 -1.692 -0.422  1.280
2 C -0.391 -4.261 0.216  0.080
3 C -1.659 -3.593 -0.013  0.015
4 C -0.324 -3.358 -1.912  0.108
5 C 0.401 -4.128 -0.937  0.073
6 C -1.680 -3.167 -1.408  0.087
7 C -0.009 -4.992 1.449  0.010
8 H -0.738 -4.856 2.256  0.000
9 H 0.979 -4.653 1.797  0.003
10 H 0.064 -6.069 1.237  0.004
11 C 1.715 -4.749 -1.203  0.010
12 H 2.078 -5.298 -0.329  0.000
13 H 2.469 -3.997 -1.465  0.003
14 H 1.636 -5.454 -2.039  0.003
15 C 0.129 -3.079 -3.306  0.039
16 H -0.032 -3.957 -3.948  0.010
17 H 1.201 -2.844 -3.315  0.002
18 H -0.421 -2.228 -3.723  0.004
19 C -2.896 -2.904 -2.234  0.025
20 H -3.200 -3.802 -2.792  0.006
21 H -2.685 -2.110 -2.955  0.002
22 H -3.734 -2.598 -1.603  0.001
23 C -2.883 -3.747 0.837  0.001
24 H -3.403 -4.682 0.571  0.000
25 H -3.573 -2.910 0.683  0.000
26 H -2.622 -3.783 1.902  0.000
27 C 0.626 -1.199 1.130  0.504
28 C 0.048 -1.601 2.298  0.202
29 C -1.254 -1.111 2.800  0.047
30 C -2.004 -0.131 1.858  0.001
31 C -1.903 -0.327 0.349  0.047
32 C -0.906 0.321 -0.506  0.101
33 C 0.299 1.053 0.072  0.058
34 C 1.269 0.128 0.835  0.093
35 H -1.124 -0.599 3.770  0.002
36 H -1.746 0.906 2.129  0.001
37 H -1.905 -1.969 3.042  0.010
38 H 1.604 0.599 1.769  0.006
39 H 2.078 -2.204 1.096  0.023
40 H 0.518 -2.374 2.914  0.023
41 H 2.157 -0.053 0.214  0.023
42 H 0.836 1.517 -0.765  0.003
43 H -1.311 0.725 -1.441  0.024
44 H -0.037 1.880 0.713  0.006
45 H -3.070 -0.273 2.087  0.000
46 H -2.893 -0.414 -0.116  0.003
47 P -0.021 4.698 -0.046  0.311
48 P -1.142 5.762 -2.648  0.365
49 C -0.195 6.576 -0.120  0.013
50 C -0.273 7.039 -1.572  0.016
51 H 0.665 7.042 0.389  0.006
52 H -1.111 6.850 0.428  0.000
53 H -0.789 8.009 -1.659  0.006
54 H 0.738 7.123 -1.997  0.000
55 C -0.843 6.682 -4.220  0.073
56 H -1.375 6.173 -5.034  0.000
57 H 0.232 6.648 -4.442  0.000
58 H -1.171 7.730 -4.159  0.015
59 C -2.850 6.360 -2.324  0.048
60 H -2.904 7.453 -2.374  0.010
61 H -3.177 6.015 -1.340  0.000
62 H -3.511 5.918 -3.075  0.000
63 C 1.762 4.703 0.440  0.051
64 H 2.064 3.677 0.686  0.001
65 H 1.931 5.373 1.295  0.010
66 H 2.348 5.045 -0.425  0.000
67 C -0.859 4.498 1.593  0.056
68 H -1.931 4.684 1.432  0.000
69 H -0.459 5.208 2.332  0.012
70 H -0.722 3.464 1.937  0.001
71 C 3.357 -2.989 3.183  0.001
72 C 3.744 -3.107 1.733  0.003
73 C 4.496 -4.374 1.413  0.003
74 O 2.607 -3.018 0.878  0.055
75 H 2.541 -3.684 3.417  0.000
76 H 3.030 -1.968 3.398  0.001
77 H 4.217 -3.237 3.812  0.000
78 H 4.405 -2.275 1.463  0.000
79 H 3.867 -5.268 1.506  0.000
80 H 4.887 -4.315 0.396  0.000
81 H 5.332 -4.458 2.115  0.001

Summary:
* expectation value of S²: 6.03
* spin multiplicity: 5
* LUMO (spin up / spin down): -5.96 / -8.78 eV
* E_HOMO (spin up / spin down): -12.0 / -13.6 eV
* charge: +2
* gap between HOMO and LUMO (spin up / spin down): 6.068 / 4.846 eV



Per-record largest force on an atom, eV Å⁻¹: 0.78; 3.41
Per-record energy relative to the best compared isomer or geometry (same formula, charge and spin), kcal per mole: 0.06; 12.96